# 1
This record from the OMol25 dataset describes the molecule C5H6N4O in a non-equilibrium geometry. The level of theory is wB97M-V/def2-TZVPD.

Structure (XYZ):
```
16
Properties=species:S:1:pos:R:3:forces:R:3:nbo_charge:R:1
C -0.1508 -0.9958 1.9936 -1.14 0.47 1.23 -0.421
N -0.5108 -0.1204 0.8854 -0.19 -1.07 -2.27 -0.249
N -0.4124 1.2689 1.0880 -0.64 -2.10 2.83 -0.431
C -0.2135 1.9776 0.0004 2.40 2.16 -3.55 0.616
O -0.2693 3.1890 -0.1099 -0.41 0.04 0.40 -0.613
C 0.2443 0.9794 -1.0474 -0.44 -1.30 3.17 -0.043
N 0.8563 0.7756 -2.2202 -1.07 -0.63 -2.28 -0.411
C 0.6501 -0.5228 -2.4771 1.41 3.23 -0.66 0.148
N 0.0970 -1.1972 -1.4576 0.17 0.58 0.74 -0.530
C -0.0522 -0.2388 -0.4880 -1.12 0.30 2.28 0.256
H -0.0120 -2.0149 1.5723 -0.03 0.69 0.49 0.219
H 0.7940 -0.6241 2.5362 -1.37 -0.70 -0.64 0.205
H -1.1259 -1.0137 2.7234 2.65 -0.10 -1.43 0.207
H -0.7798 1.5831 1.9799 -0.06 0.33 -0.59 0.413
H 0.9019 -0.8721 -3.4437 0.20 -0.98 -0.42 0.207
H -0.0169 -2.1738 -1.5354 -0.35 -0.93 0.69 0.427
```
Positions in Å, forces in eV/Å.

Results
Total energy in hartree: -488.3149
Orbital gap in eV: 8.35
Relative energy (zero: lowest compared OMol25 entry of this formula, charge and spin) in kJ/mol: 288.76

---

# 2
This record from the OMol25 dataset describes a structure of composition C5H7N. The level of theory is wB97M-V/def2-TZVPD.

Structure (XYZ):
```
13
Properties=species:S:1:pos:R:3:forces:R:3:nbo_charge:R:1
C -0.1866 1.0381 -1.4130 0.00 -0.04 -0.04 -0.632
C -0.0379 0.0960 -0.2526 0.25 -0.07 0.37 0.067
C 0.8094 -1.1052 -0.0860 0.04 0.23 -0.19 -0.327
C 0.8753 -1.5466 1.2858 -0.42 0.52 -0.11 -0.351
C 0.0754 -0.5918 1.8929 -0.05 -0.06 -0.02 -0.102
N -0.4615 0.3577 1.0118 0.03 -0.09 -0.21 -0.514
H -1.1991 1.4532 -1.4971 0.21 -0.13 0.07 0.224
H 0.5203 1.8716 -1.3091 -0.14 -0.19 0.01 0.236
H 0.0481 0.5199 -2.3493 -0.06 0.09 0.21 0.235
H 1.3625 -1.5089 -0.9378 -0.20 0.14 0.20 0.235
H -0.4237 -1.1436 -0.5171 -0.02 -0.12 0.07 0.318
H -0.2147 -0.4938 2.9399 0.09 -0.04 -0.30 0.199
H -1.1675 1.0534 1.2317 0.27 -0.23 -0.04 0.412
```
Positions in Å, forces in eV/Å.

Results
Total energy in hartree: -249.3226
Orbital gap in eV: 7.82
Relative energy (zero: lowest compared OMol25 entry of this formula, charge and spin) in kJ/mol: 395.46

---

# 3
This record from the OMol25 dataset describes a structure of composition C12H10Br2NO9S in a non-equilibrium geometry. The level of theory is wB97M-V/def2-TZVPD.

Structure (XYZ):
```
35
Properties=species:S:1:pos:R:3:forces:R:3:nbo_charge:R:1
C 1.5733 1.8844 -2.0572 -0.32 -0.60 0.26 -0.676
C 0.4219 1.4977 -1.1640 0.08 0.20 -0.28 -0.013
Br 0.6558 1.6905 0.7338 0.12 0.21 -0.58 0.096
C -0.7424 1.0125 -1.5846 -0.12 -0.05 0.47 -0.158
Br -1.0841 0.7288 -3.4533 0.17 0.07 0.63 0.086
C -1.8599 0.6512 -0.6321 -1.04 -0.30 -1.57 -0.013
O -3.1082 0.7098 -1.4001 -0.06 -1.20 1.74 -0.664
S -4.1727 -0.1006 -0.4700 -0.32 0.05 -2.39 2.531
O -5.0294 -0.7793 -1.3678 -0.53 -0.19 0.10 -0.904
O -4.6945 0.8289 0.4592 0.20 -0.26 1.02 -0.897
O -3.1996 -1.2353 0.1654 0.15 2.10 -0.48 -0.671
C -1.8379 -0.7938 -0.0880 0.35 0.38 0.96 0.326
O -1.2671 -1.7074 -0.9630 0.20 -0.26 0.41 -0.509
C -0.7170 -2.8183 -0.3428 0.45 -1.57 0.75 0.800
O -1.0480 -3.9462 -0.6040 -0.16 1.25 -0.30 -0.514
C 0.3906 -2.5616 0.6618 -1.26 0.48 -1.33 -0.175
C 1.4057 -1.7268 0.2594 0.41 0.38 -0.21 -0.186
C 2.4272 -1.4318 1.1448 -0.17 0.12 -0.88 -0.214
C 2.3788 -1.9838 2.3999 1.31 0.52 0.77 -0.150
C 1.3692 -2.8250 2.7958 -0.63 -0.51 0.46 -0.218
C 0.3492 -3.1228 1.9169 -0.28 -0.30 0.11 -0.194
H 2.5006 1.7250 -1.5054 0.02 0.34 -0.24 0.239
H 1.4866 2.9149 -2.4100 0.13 0.04 0.43 0.289
H 1.5310 1.2311 -2.9350 0.18 0.04 0.15 0.220
H -1.9782 1.3237 0.2211 0.39 0.11 -0.22 0.248
H -1.3950 -0.6808 0.9087 0.50 -0.83 -0.30 0.206
H 1.3909 -1.3039 -0.7414 -0.01 0.03 0.14 0.230
H 3.2074 -0.7552 0.8143 0.06 -0.10 0.30 0.229
H 3.1767 -1.7184 3.0897 -0.16 -0.15 0.05 0.207
H 1.3273 -3.2475 3.7942 0.20 0.13 -0.04 0.214
H -0.4886 -3.7599 2.1823 0.16 0.01 0.06 0.227
N 1.7569 5.0782 0.0445 -0.06 0.02 0.11 0.706
O 0.7147 5.7493 -0.0793 0.01 -0.05 -0.06 -0.549
O 2.3724 4.6811 -0.9751 -0.02 -0.08 0.01 -0.587
O 2.1862 4.7910 1.1812 0.05 -0.03 -0.06 -0.560
```
Positions in Å, forces in eV/Å.

Results
Total energy in hartree: -6741.3333
Net charge: -1
Orbital gap in eV: 6.97